No. 1
Here is C32H56As3BaClF4N3O6S2 as an isolated structure from OMol25. Energies are from ωB97M-V/def2-TZVPD.

**LUMO energy**: 2.26 eV
**Relative energy (zero: lowest compared OMol25 entry of this formula, charge and spin)**: 30.98 kcal/mol

ORCA input file:
```
! wB97M-V def2-TZVPD RIJCOSX def2/J DEFGRID3
* xyz -1 1
Ba -0.58439 -0.27014 0.21226
C -2.71149 1.25894 5.19020
C -3.11682 2.20863 4.07993
N -3.03142 1.61119 2.75513
C -3.93131 0.47264 2.57419
C -5.38746 0.71075 2.97094
C -3.15968 2.60478 1.69771
C -2.34403 2.32149 0.42825
N -0.91858 2.16149 0.67990
C -0.15990 3.19427 1.08241
C 1.16341 2.90999 1.51503
F 1.58573 1.61953 1.44678
C 2.04166 3.85204 1.97152
F 3.27338 3.43779 2.34597
C 1.71292 5.19846 2.03539
C 0.44608 5.51511 1.59833
F 0.03935 6.80553 1.60310
C -0.45387 4.57381 1.13510
F -1.65521 5.03062 0.69026
H -2.78587 1.76185 6.15777
H -3.36177 0.37911 5.23008
H -1.68041 0.93061 5.06792
H -4.12970 2.59704 4.28907
H -2.44979 3.07265 4.08461
H -3.89141 0.17545 1.52811
H -3.53755 -0.38234 3.12963
H -5.78628 1.63352 2.54100
H -6.00248 -0.11674 2.60782
H -5.51559 0.77101 4.05538
H -4.21361 2.76826 1.41521
H -2.80485 3.55809 2.08956
H -2.71353 1.38498 -0.04713
H -2.56525 3.12620 -0.27955
H 2.39704 5.94483 2.40896
O -0.62699 -1.93548 1.72305
N -0.20220 -3.19914 1.68272
C -0.93408 -4.13838 2.32523
C -0.52684 -5.43883 2.37188
C 0.67148 -5.77514 1.73688
C 1.38166 -4.81580 1.06627
C 0.94963 -3.47391 0.98419
S 1.77898 -2.23756 0.10277
H -1.84021 -3.75541 2.76543
H -1.13519 -6.16534 2.89104
H 1.03790 -6.79378 1.76817
H 2.30096 -5.05551 0.55029
C -2.87785 -0.81295 -3.54386
As -1.06908 -0.63934 -2.82747
C -0.40667 -2.37536 -3.46279
C -0.52997 0.47839 -4.37653
C 0.91518 0.94858 -4.62253
C 0.89903 1.77145 -5.91927
C 1.45084 1.88664 -3.52533
As 1.82003 1.27537 -1.69308
C 2.81252 2.88497 -1.23387
C 3.42893 0.18608 -1.96510
C 1.87026 -0.24455 -4.79932
As 1.55459 -1.40965 -6.35877
C 2.70067 -2.85549 -5.71068
C 2.88023 -0.62382 -7.56592
H -2.81130 -1.12994 -4.58476
H -3.36361 0.16122 -3.48604
H -3.45443 -1.53193 -2.96807
H -0.41691 -2.40271 -4.55173
H -1.06895 -3.14122 -3.06211
H 0.59328 -2.56306 -3.07292
H -1.17715 1.35903 -4.31169
H -0.86579 -0.08875 -5.24733
H 0.29211 2.67084 -5.78921
H 0.47346 1.20258 -6.75148
H 1.91055 2.08040 -6.19988
H 0.73987 2.70929 -3.38955
H 2.38543 2.33500 -3.87684
H 3.55363 3.05893 -2.01498
H 3.31152 2.74164 -0.27693
H 2.14368 3.74115 -1.15083
H 4.03876 0.58566 -2.77668
H 3.18661 -0.85801 -2.15200
H 3.99083 0.23438 -1.03088
H 1.82960 -0.89878 -3.92927
H 2.90285 0.10787 -4.87898
H 2.19912 -3.36488 -4.88839
H 3.65537 -2.45908 -5.36044
H 2.87520 -3.56788 -6.51629
H 2.48027 0.27862 -8.02533
H 3.10585 -1.34661 -8.35060
H 3.79710 -0.38102 -7.02552
O -3.40801 -2.90919 1.07119
Cl -3.04916 -2.50739 -0.27199
O -1.73638 -3.03730 -0.66584
O -4.07271 -2.90614 -1.20756
O -2.88381 -1.01136 -0.30989
C 0.45723 -2.01362 6.20413
C 0.18734 -1.90886 4.70739
S 0.90477 -0.42935 3.97609
O 0.95409 0.63223 5.06035
C 2.57890 -1.06305 3.78902
C 3.57809 0.08418 3.70646
H -0.29771 -2.65250 6.66583
H 0.41648 -1.02951 6.67090
H 1.43801 -2.44081 6.41949
H -0.87917 -1.83751 4.48830
H 0.58977 -2.75516 4.14604
H 2.56533 -1.64719 2.86213
H 2.78019 -1.72136 4.63776
H 3.49502 0.62337 2.76203
H 4.59303 -0.30991 3.79179
H 3.41066 0.80023 4.51091
*
```


No. 2
Here is C32H56BBrLuN7Si3 as an isolated structure from OMol25. Energies are from ωB97M-V/def2-TZVPD.

**LUMO energy**: 0.39 eV

ORCA input file:
```
! wB97M-V def2-TZVPD RIJCOSX def2/J DEFGRID3
* xyz 0 1
Lu -0.05812 0.45690 0.42617
C -3.33370 3.60539 2.65369
C -3.28941 3.69529 1.12319
C -4.06870 2.54472 0.49300
C -1.86226 3.85775 0.66805
C -1.36261 5.08290 0.19561
C -0.00268 4.91369 0.12216
N 0.28188 3.66232 0.51638
N -0.85583 2.98755 0.82270
B 1.71152 3.26128 0.94885
N 1.74013 2.38048 2.21078
C 2.22427 2.84068 3.37440
C 2.22371 1.81203 4.28256
C 1.68878 0.71221 3.59571
N 1.40335 1.06732 2.33676
C 1.48700 -0.62793 4.26072
C 0.36308 -0.54586 5.30653
C 1.25734 -1.80833 3.32031
N 2.44224 2.67064 -0.26205
C 3.42238 3.35127 -0.87234
C 3.79029 2.65994 -1.99377
C 2.96789 1.52107 -2.00855
N 2.13876 1.53465 -0.94727
C 3.16989 0.49723 -3.09969
C 4.57177 -0.11957 -2.95148
C 2.11810 -0.60519 -3.23242
H -4.37180 3.58275 2.99229
H -2.84454 4.47016 3.10560
H -2.83609 2.70191 3.00150
H -3.78381 4.62660 0.83445
H -3.63954 1.58741 0.78167
H -4.08596 2.62854 -0.59427
H -5.10184 2.56925 0.84508
H -1.93205 5.96949 -0.02560
H 0.77776 5.59776 -0.16837
H 2.29331 4.26524 1.23802
H 2.54309 3.86365 3.47856
H 2.56155 1.83923 5.30444
H 2.41498 -0.81399 4.81028
H -0.61152 -0.53252 4.82380
H 0.45513 0.35749 5.91029
H 0.41439 -1.41261 5.96796
H 0.44625 -1.60300 2.62138
H 0.98113 -2.68821 3.90308
H 2.15654 -2.04706 2.75405
H 3.79288 4.27734 -0.46710
H 4.52438 2.93774 -2.73049
H 3.18294 1.07492 -4.02739
H 4.62821 -0.69282 -2.02960
H 5.34787 0.64465 -2.92763
H 4.76992 -0.79263 -3.78856
H 2.55436 -1.57598 -3.01519
H 1.72583 -0.63869 -4.24661
H 1.28511 -0.45232 -2.54921
C -4.29322 -0.98702 0.17111
Si -2.80102 -2.13757 -0.06970
C -3.50883 -3.52009 -1.17388
C -2.49685 -2.95993 1.62086
C -1.24297 -1.39790 -0.88778
Si -1.77911 -0.47386 -2.44121
C -1.87422 1.35896 -1.89370
C -0.68236 -0.31407 -3.99026
C -3.44217 -0.90859 -3.24676
Si -0.06220 -2.82864 -1.07855
C -0.28403 -4.39092 -0.00912
C 0.15156 -3.56076 -2.82128
C 1.69716 -2.38358 -0.43836
C 2.74378 -3.29720 -0.58241
C 3.98947 -3.02888 -0.05249
C 4.17704 -1.81962 0.60695
C 3.10629 -0.95666 0.71086
N 1.88864 -1.23226 0.22665
H -5.19276 -1.60782 0.21033
H -4.42666 -0.26775 -0.63957
H -4.23014 -0.44184 1.11050
H -4.22078 -4.12595 -0.60759
H -2.73628 -4.18879 -1.56213
H -4.04467 -3.10768 -2.02998
H -3.16663 -2.53595 2.36955
H -1.48128 -2.81244 1.98757
H -2.68618 -4.03488 1.57031
H -0.87704 1.82743 -1.91532
H -2.30628 1.45359 -0.89394
H -2.49950 1.95630 -2.56046
H 0.15942 0.36115 -3.83618
H -1.29264 0.11030 -4.79048
H -0.29553 -1.26863 -4.35122
H -4.28335 -0.90090 -2.55275
H -3.39552 -1.90444 -3.69576
H -3.66338 -0.19961 -4.04685
H -1.27589 -4.83137 -0.12649
H -0.13565 -4.19443 1.05367
H 0.44811 -5.14296 -0.31005
H -0.82778 -3.65382 -3.29927
H 0.58348 -4.56197 -2.76737
H 0.78353 -2.95722 -3.47388
H 2.55717 -4.22367 -1.11184
H 4.80420 -3.73382 -0.16013
H 5.13394 -1.55198 1.03322
H 3.21890 -0.01019 1.22285
Br -1.75532 0.23521 2.42992
*
```


No. 3
Here is C32H56BMnO29 as an isolated structure from OMol25. Energies are from ωB97M-V/def2-TZVPD.

**LUMO energy (spin up / spin down)**: -1.94 / -1.94 eV
**Relative energy (zero: lowest compared OMol25 entry of this formula, charge and spin)**: 0.85 kcal/mol

ORCA input file:
```
! wB97M-V def2-TZVPD RIJCOSX def2/J DEFGRID3
* xyz 1 6
Mn 11.68345 -17.50469 4.06140
O 19.33634 -15.58102 9.13524
C 18.58828 -16.29115 8.44835
O 17.30353 -16.39504 8.57641
B 16.80156 -17.36609 7.58773
O 17.99368 -17.73445 6.76700
C 19.07592 -17.12566 7.24781
O 20.21316 -17.11010 6.79868
O 15.73802 -16.83596 6.74380
C 14.62991 -17.59665 6.87270
O 13.54642 -17.31810 6.34516
C 14.92298 -18.75508 7.81511
O 16.21218 -18.56145 8.23719
O 14.11439 -19.55732 8.23834
C 18.08289 -17.31650 3.32976
C 16.55072 -17.41393 3.35344
O 16.11238 -18.58290 2.59964
C 14.80955 -18.88524 2.61159
O 13.87927 -18.31386 3.26733
O 14.58491 -19.99042 1.76765
C 15.56277 -20.61165 0.99704
H 18.44457 -16.42916 3.84929
H 18.43351 -17.29751 2.29786
H 18.58735 -18.15628 3.80764
H 16.18923 -16.48770 2.90676
H 16.12866 -17.38894 4.35810
H 15.34185 -21.67285 0.88240
H 16.55943 -20.73050 1.42206
H 15.61689 -20.16213 0.00552
C 7.28845 -20.95253 7.20281
C 7.03825 -20.07326 5.96461
O 8.32311 -19.54474 5.53112
C 8.55593 -18.90318 4.32435
O 9.60166 -18.36368 4.07160
O 7.51775 -19.11325 3.47109
C 7.53470 -18.48558 2.19741
H 7.77356 -21.88470 6.91329
H 6.32343 -21.24260 7.61837
H 7.76366 -20.47287 8.05848
H 6.31966 -19.28489 6.18867
H 6.55038 -20.63877 5.17072
H 7.47195 -17.40170 2.29420
H 6.79491 -18.89967 1.51232
H 8.53777 -18.64360 1.80121
C 11.48675 -22.38456 1.57823
C 10.80203 -21.06712 1.76918
O 11.34689 -20.15656 0.84230
C 11.50713 -18.84469 1.05051
O 11.38459 -18.11492 2.08056
O 11.88719 -18.31302 -0.12781
C 11.98232 -16.91400 -0.33235
H 11.16751 -22.71118 0.58853
H 11.26072 -23.12856 2.34207
H 12.56955 -22.30334 1.48309
H 10.91532 -20.82683 2.82631
H 9.76829 -21.26820 1.48804
H 10.96264 -16.55566 -0.47359
H 12.61317 -16.87864 -1.22053
H 12.48134 -16.42485 0.50420
C 10.45266 -12.46420 -0.02811
C 9.49648 -13.36146 0.72412
O 10.14960 -14.40016 1.46834
C 9.59863 -15.05397 2.51373
O 10.22120 -15.93811 3.13626
O 8.40367 -14.56674 2.81009
C 7.73786 -14.84556 4.04887
H 9.90280 -11.85152 -0.74252
H 11.14271 -13.06737 -0.61813
H 11.12407 -11.90026 0.61940
H 8.83655 -13.75569 -0.04865
H 8.82930 -12.68609 1.25970
H 6.66652 -14.79707 3.85396
H 7.99425 -14.04148 4.73866
H 7.98539 -15.83706 4.42805
C 15.23800 -15.31357 0.13929
C 15.13769 -14.62211 1.43860
O 14.22731 -15.36822 2.20630
C 13.67020 -15.00982 3.40634
O 12.87359 -15.76718 3.96193
O 14.08217 -13.79725 3.80101
C 13.42061 -13.16913 4.92051
H 15.39461 -16.38705 0.24520
H 15.96728 -14.87759 -0.54349
H 14.28680 -15.33092 -0.39270
H 14.81603 -13.58877 1.30869
H 16.11661 -14.62723 1.91797
H 12.46727 -12.73997 4.61217
H 14.08963 -12.37986 5.26341
H 13.30192 -13.83830 5.77270
C 9.66524 -17.89187 8.69891
C 10.85223 -16.95974 8.59731
O 10.62769 -15.75635 7.90462
C 10.58707 -15.67751 6.52528
O 10.90169 -16.56058 5.71867
O 10.23485 -14.43502 6.06573
C 10.23952 -13.27294 6.79127
H 9.24368 -17.89391 7.69373
H 8.93004 -17.40502 9.33964
H 9.79430 -18.90578 9.07763
H 11.77279 -17.38459 8.19711
H 11.13453 -16.66034 9.60665
H 9.38103 -12.69991 6.44095
H 11.09627 -12.61664 6.63848
H 10.18759 -13.31866 7.87908
C 13.73445 -23.18934 4.60360
C 13.59688 -21.77111 4.98122
O 12.36960 -21.53154 5.65541
C 11.79707 -20.30948 5.77652
O 12.04002 -19.31145 5.06025
O 10.89001 -20.32466 6.71041
C 10.91073 -21.37482 7.76737
H 12.84417 -23.61909 4.14443
H 13.91535 -23.86151 5.44238
H 14.57715 -23.19039 3.91227
H 13.67429 -21.32868 3.98807
H 14.44495 -21.36516 5.53265
H 10.94834 -22.38536 7.36054
H 10.00163 -21.21828 8.34801
H 11.78218 -21.23556 8.40712
*
```


No. 4
Here is a 10-piece molecular cluster, C32H56Br8O16S4 overall from OMol25. Energies are from ωB97M-V/def2-TZVPD.

**LUMO energy**: -1.60 eV
**SMILES**: O=C1C=CC(=O)C=C1.O=C1C=CC(=O)C=C1.CCOS(C)(=O)=O.CCOS(C)(=O)=O.CCOS(C)(=O)=O.CCOS(C)(=O)=O.BrCCBr.BrCCBr.BrCCBr.BrCCBr

ORCA input file:
```
! wB97M-V def2-TZVPD RIJCOSX def2/J DEFGRID3
* xyz 0 1
O 1.76941 -14.53862 -17.26526
C 2.05661 -13.82381 -16.33207
C 1.86031 -12.34209 -16.39905
C 2.08444 -11.56560 -15.34861
C 2.47428 -12.11083 -14.01449
O 2.41625 -11.49084 -12.97774
C 2.91675 -13.54081 -14.04623
C 2.72111 -14.34135 -15.10613
H 1.41656 -11.89885 -17.28216
H 1.90092 -10.49203 -15.39968
H 3.48240 -13.93828 -13.20060
H 3.13888 -15.34066 -15.12709
O 1.43038 -16.78137 -8.27063
C 0.79851 -16.37224 -7.31220
C 0.62297 -14.89196 -7.16694
C 0.01416 -14.28661 -6.17572
C -0.52091 -15.10882 -5.06451
O -1.05330 -14.66145 -4.13315
C -0.39796 -16.58504 -5.21194
C 0.22583 -17.19154 -6.21328
H 1.09826 -14.25230 -7.90870
H -0.07867 -13.21206 -6.07578
H -0.77821 -17.22453 -4.41834
H 0.39613 -18.26109 -6.16271
C 10.30256 -14.65401 -4.29046
C 9.76471 -15.28672 -5.55142
O 8.56886 -16.03470 -5.14163
S 8.25765 -17.35355 -5.96473
C 9.71982 -18.30614 -5.63372
O 7.17479 -18.00248 -5.32660
O 8.19575 -17.02597 -7.33735
H 11.08035 -13.92719 -4.53911
H 10.73610 -15.35750 -3.58697
H 9.48411 -14.10512 -3.81914
H 9.36210 -14.57494 -6.26963
H 10.59129 -15.84445 -5.99881
H 9.87493 -18.28245 -4.55968
H 10.53353 -17.94815 -6.24546
H 9.51002 -19.34746 -5.87771
C 7.84761 -18.77459 -15.24988
C 6.79224 -18.49824 -14.20931
O 6.85732 -19.53559 -13.20657
S 5.84208 -19.37830 -11.99769
C 4.32584 -19.77785 -12.81241
O 6.17540 -20.35652 -11.03286
O 5.83625 -17.99616 -11.63070
H 7.98326 -17.88989 -15.86589
H 7.61844 -19.66177 -15.83849
H 8.78458 -19.00973 -14.73928
H 6.93180 -17.53532 -13.69573
H 5.78514 -18.35486 -14.63993
H 4.17477 -19.05034 -13.59209
H 3.56087 -19.78710 -12.03860
H 4.40945 -20.79734 -13.18198
C -0.76284 -20.08266 -12.64928
C -0.48903 -18.86903 -13.47810
O 0.87886 -18.42470 -13.27119
S 1.14443 -16.95983 -12.66966
C 0.66152 -17.14695 -10.97283
O 2.54912 -16.80576 -12.77775
O 0.21033 -16.08467 -13.28484
H -0.68758 -19.88471 -11.58619
H 0.01672 -20.81909 -12.87616
H -1.71724 -20.50771 -12.94857
H -0.62377 -19.06337 -14.53951
H -1.23734 -18.11807 -13.22202
H 1.26030 -16.44227 -10.40058
H 0.87058 -18.15699 -10.63752
H -0.38048 -16.86271 -10.89218
C 2.98707 -18.24193 -1.55657
C 4.03082 -17.18603 -1.38264
O 3.66329 -15.97689 -2.10494
S 4.70528 -14.80075 -2.35018
C 4.96240 -15.06241 -4.08586
O 4.01094 -13.58180 -2.12463
O 5.87963 -15.10918 -1.61527
H 3.37636 -19.15242 -1.09452
H 2.88968 -18.47818 -2.61874
H 2.05087 -17.99799 -1.06876
H 4.14381 -16.94317 -0.31263
H 5.02465 -17.57212 -1.64691
H 3.95852 -15.30551 -4.43832
H 5.50262 -16.00417 -4.17229
H 5.35412 -14.20314 -4.60314
Br 3.15000 -14.41454 -10.59300
C 4.17752 -15.98308 -9.98465
C 5.14777 -15.49930 -8.97020
Br 4.17459 -14.91042 -7.40595
H 4.59304 -16.33746 -10.91440
H 3.50241 -16.70276 -9.53406
H 5.63325 -14.60477 -9.34843
H 5.92164 -16.20981 -8.69477
Br 2.57509 -11.81157 -4.79988
C 2.95632 -11.27244 -6.64544
C 1.70233 -10.76562 -7.26171
Br 2.09254 -10.24167 -9.09264
H 3.37138 -12.14411 -7.13632
H 3.70773 -10.49178 -6.65611
H 1.34916 -9.88735 -6.73237
H 0.88137 -11.46442 -7.34721
Br 2.25143 -20.83573 -9.74209
C 2.20967 -20.05341 -7.91867
C 3.57120 -19.51883 -7.70206
Br 3.74818 -18.87891 -5.84578
H 1.84805 -20.87606 -7.33188
H 1.53577 -19.20827 -7.98522
H 3.70118 -18.60303 -8.26088
H 4.40048 -20.19242 -7.84643
Br 9.62530 -15.90174 -12.68269
C 8.09928 -15.48606 -11.50185
C 8.51454 -15.62171 -10.09589
Br 9.17431 -13.96402 -9.35299
H 7.36387 -16.22581 -11.80571
H 7.67736 -14.52581 -11.77668
H 9.10960 -16.49623 -9.87573
H 7.60205 -15.80813 -9.52137
*
```


| no. | largest force on an atom (Eh/bohr) |
| --- | --- |
| 1 | 0.0625 |
| 2 | 0.0128 |
| 3 | 0.1044 |
| 4 | 0.0886 |